# 1
# C17H21BF4N4O2S2Ti

A molecular structure, C17H21BF4N4O2S2Ti at a distorted geometry (ωB97M-V with the def2-TZVPD basis set, OMol25).

Output
- Lowest unoccupied orbital energy (spin up / spin down): 0.094 / 0.094 hartree
- HOMO energy (spin up / spin down): -0.1560 / -0.1570 Eh
- Relative energy (zero: lowest compared OMol25 entry of this formula, charge and spin): 110.59 kJ/mol
- Expectation value of S²: 0.75

```
! RIJCOSX wB97M-V def2-TZVPD def2/J DEFGRID3
* xyz -1 2
Ti 0.95659 0.99038 -0.46139
C -0.12318 0.56185 2.79232
N -0.82863 0.77458 1.52013
C -1.69932 -0.36190 1.26353
C -1.00124 -1.74387 1.18513
N 0.00202 -1.95208 0.13197
C 1.21651 -2.69300 0.62376
C -0.41729 -2.45335 -1.11703
C -0.44662 -3.83601 -1.43567
C -0.64076 -4.22694 -2.73955
C -0.88975 -3.31828 -3.78863
C -0.93064 -1.97447 -3.45033
C -0.75478 -1.52099 -2.16208
S -0.90245 0.21697 -1.91682
C -1.58337 1.97691 1.55110
C -2.71661 2.11003 2.40065
C -3.47550 3.24209 2.45086
C -3.21990 4.27799 1.58199
C -2.20807 4.15848 0.62939
C -1.31345 3.04773 0.70288
S 0.21766 3.16697 -0.19218
H -0.85269 0.62584 3.64237
H 0.72918 1.28146 2.87071
H 0.30097 -0.41125 2.80102
H -2.17493 -0.16496 0.28486
H -2.49482 -0.46126 1.98395
H -1.82323 -2.44918 1.10273
H -0.50624 -2.03737 2.10717
H 1.80910 -2.04264 1.35037
H 0.97588 -3.67542 1.01093
H 1.84468 -2.80455 -0.26738
H -0.29297 -4.60354 -0.65257
H -0.60647 -5.26779 -3.02937
H -1.16269 -3.62694 -4.80385
H -0.93040 -1.19849 -4.23950
H -2.99539 1.22290 2.97565
H -4.36906 3.29633 3.07962
H -3.82193 5.18881 1.54924
H -1.92778 4.94856 -0.07966
N 3.07435 2.09290 -0.62298
N 3.92885 1.40885 0.28864
C 3.36976 0.65275 1.27648
O 3.85650 0.45971 2.37227
O 2.15084 0.23903 0.84834
H 3.40135 1.84930 -1.57427
H 3.12045 3.11193 -0.57059
H 4.85071 1.83980 0.46435
F 1.53722 1.17930 -2.41969
B 2.29498 -0.01266 -2.81334
F 1.63528 -0.78749 -3.67573
F 2.35134 -0.76493 -1.55375
F 3.48590 0.46793 -3.27607
*
```


# 2
# C17H21BN6RhSi

A molecular structure, C17H21BN6RhSi at a distorted geometry (ωB97M-V with the def2-TZVPD basis set, OMol25).

Output
- Lowest unoccupied orbital energy (spin up / spin down): -0.069 / -0.220 hartree
- HOMO energy (spin up / spin down): -0.4243 / -0.4516 Eh
- Expectation value of S²: 6.01

```
! RIJCOSX wB97M-V def2-TZVPD def2/J DEFGRID3
* xyz 1 5
Rh -0.76833 0.13384 0.01051
C 2.97586 2.10112 1.11035
C 2.22493 0.93252 1.03294
N 1.13482 1.16303 0.30638
N 1.15377 2.43811 -0.09076
C 2.25779 3.03001 0.37949
B 0.05743 3.03322 -0.99858
N -1.26292 3.11184 -0.19912
C -2.03711 4.17552 0.04881
C -3.15752 3.75298 0.74382
C -2.98597 2.38095 0.88826
N -1.83908 2.02197 0.31834
N -0.16261 2.05244 -2.18023
C 0.03863 2.28738 -3.48141
C -0.30157 1.15196 -4.19626
C -0.71423 0.24129 -3.23250
N -0.62036 0.80181 -2.02890
H 3.90077 2.25089 1.62746
H 2.43452 -0.04317 1.43185
H 2.47657 4.05801 0.17359
H 0.37196 4.09704 -1.39020
H -1.76316 5.16080 -0.26603
H -3.97653 4.34517 1.09337
H -3.62400 1.66196 1.36787
H 0.40243 3.22976 -3.83485
H -0.25818 1.00446 -5.25466
H -1.08010 -0.76098 -3.35874
C -0.57255 -1.45242 3.24893
Si -1.02215 -1.80182 1.39564
C -2.45815 -3.09521 1.42115
C 0.50523 -2.77438 0.58418
C 0.45093 -3.06610 -0.76807
C 1.49154 -3.75215 -1.37331
C 2.59317 -4.12808 -0.62575
C 2.64539 -3.84033 0.72621
C 1.60028 -3.15758 1.33591
H -0.47389 -2.39854 3.77319
H -1.35267 -0.87541 3.73239
H 0.35699 -0.90488 3.35356
H -2.16756 -3.93824 2.04306
H -2.70769 -3.47116 0.43493
H -3.35034 -2.65646 1.85672
H -0.41519 -2.77912 -1.34833
H 1.43420 -3.98665 -2.42446
H 3.41526 -4.64384 -1.09954
H 3.49692 -4.14192 1.31927
H 1.65246 -2.94963 2.39356
*
```


# 3
# C17H21Cl2HfNO4S2

A molecular structure, C17H21Cl2HfNO4S2 at a distorted geometry (ωB97M-V with the def2-TZVPD basis set, OMol25).

Output
- Lowest unoccupied orbital energy: 0.128 hartree
- HOMO energy: 0.0354 Eh
- Relative energy (zero: lowest compared OMol25 entry of this formula, charge and spin): 243.33 kJ/mol

```
! RIJCOSX wB97M-V def2-TZVPD def2/J DEFGRID3
* xyz -2 1
C -0.14087 -1.36880 -3.40844
C 0.74904 -0.28968 -3.63728
C 0.00645 0.92198 -3.54415
C 2.19346 -0.42352 -3.90431
C -1.35132 0.58551 -3.28298
C -1.44560 -0.82881 -3.20612
C -2.65419 -1.61253 -2.90769
C 0.23517 -2.79040 -3.35091
C 0.55867 2.28226 -3.68986
C -2.46227 1.54163 -3.10746
Hf 0.59550 0.56059 0.95818
Cl 2.09080 0.81632 -0.61078
Cl 1.23627 -1.21742 2.36519
O -1.13603 1.31038 0.65592
H 2.63567 -1.19417 -3.25983
H 2.71728 0.52237 -3.73221
H 2.37136 -0.72436 -4.94763
H 1.52621 2.37117 -3.17875
H -0.12643 3.02331 -3.26456
H 0.71376 2.53562 -4.74944
H -2.11603 2.46288 -2.62408
H -3.25646 1.09986 -2.49498
H -2.90392 1.81903 -4.07724
H -3.45992 -0.96229 -2.55393
H -2.43066 -2.34490 -2.12332
H -3.01247 -2.14504 -3.80027
H 1.25965 -2.90376 -2.97901
H 0.18186 -3.25570 -4.34516
H -0.43401 -3.32925 -2.67404
H -2.04255 1.62831 0.62328
O -0.51134 -1.65393 -0.65789
H -0.39877 -2.33011 0.15063
O 3.27572 1.48415 6.74011
S 2.94923 0.76923 5.51846
O 3.74989 -0.36688 5.14518
N 2.70762 1.81158 4.24648
C 1.47661 1.80875 3.78322
S 1.10166 2.42828 2.21250
C 0.51374 1.05335 4.59032
C -0.83648 0.79655 4.36786
C -1.45004 -0.23704 5.07053
C -0.71475 -1.01138 5.98347
C 0.63855 -0.73542 6.22400
C 1.22434 0.30555 5.52520
H -1.37076 1.39774 3.62995
H -2.50537 -0.45579 4.90302
H -1.19605 -1.84018 6.50294
H 1.24774 -1.31501 6.91588
*
```


# 4
# C17H21Cl2MoNO6

A molecular structure, C17H21Cl2MoNO6 at a distorted geometry (ωB97M-V with the def2-TZVPD basis set, OMol25).

Output
- Lowest unoccupied orbital energy (spin up / spin down): 0.128 / 0.127 hartree
- HOMO energy (spin up / spin down): -0.0047 / -0.0054 Eh
- Relative energy (zero: lowest compared OMol25 entry of this formula, charge and spin): 245.27 kJ/mol
- Expectation value of S²: 2.02

```
! RIJCOSX wB97M-V def2-TZVPD def2/J DEFGRID3
* xyz -2 3
C -0.69232 0.80880 -2.46199
C -1.53897 -0.31261 -2.16984
C -0.69330 -1.46870 -1.95782
C -3.02911 -0.28489 -2.19013
C 0.67306 -1.06091 -2.13910
C 0.68238 0.35556 -2.44314
C 1.89842 1.18676 -2.66603
C -1.18621 2.17594 -2.79642
C -1.13782 -2.80346 -1.47410
C 1.86121 -1.94844 -2.06551
Mo -0.19017 0.11520 -0.36819
Cl -2.02317 -0.70455 0.91737
Cl 0.09747 2.35318 0.16907
O 1.45247 -0.55490 0.35448
H -3.38882 0.69925 -1.87704
H -3.43888 -1.03213 -1.50750
H -3.45004 -0.47901 -3.18711
H -1.91059 -2.69219 -0.70685
H -0.29883 -3.34635 -1.03020
H -1.55212 -3.42853 -2.27182
H 1.72163 -2.70441 -1.29453
H 2.75328 -1.37328 -1.82069
H 2.03981 -2.47028 -3.01184
H 2.75019 0.76864 -2.11705
H 1.78846 2.21778 -2.30569
H 2.16434 1.22140 -3.73175
H -2.00564 2.45298 -2.12515
H -1.57324 2.22584 -3.82325
H -0.38879 2.91581 -2.68616
H 1.40156 -0.33759 1.34094
O 2.91779 3.87397 -0.72983
H 3.53163 3.97637 0.04307
O -0.72632 1.92320 3.21338
C -0.05498 0.89775 3.43384
O 0.62498 0.11516 2.70296
C -0.01296 0.44061 4.90076
C 0.59012 -0.79854 5.24453
C 0.71257 -1.20087 6.57194
C 0.18456 -0.37449 7.59190
C -0.45422 0.84424 7.27337
C -0.55786 1.23387 5.93574
N 0.27026 -0.78403 8.94558
O 0.83144 -1.87593 9.19469
O -0.21436 -0.04465 9.83198
H 0.96815 -1.44076 4.45091
H 1.20171 -2.13601 6.83223
H -0.86359 1.46971 8.06526
H -1.07289 2.16535 5.69744
*
```


# 5
# C17H21Cl2N3O3

A single C17H21Cl2N3O3 molecule (ωB97M-V with the def2-TZVPD basis set, OMol25).

Output
- Lowest unoccupied orbital energy: 0.024 hartree
- HOMO energy: -0.3191 Eh
- Relative energy (zero: lowest compared OMol25 entry of this formula, charge and spin): 14.33 kJ/mol
- SMILES string: O=C(CN1CCN(C(=O)[C@@H]2CCCO2)CC1)Nc1c(Cl)cccc1Cl

```
! RIJCOSX wB97M-V def2-TZVPD def2/J DEFGRID3
* xyz 0 1
O -1.56480 -1.75054 0.88638
C -1.64784 -1.53357 -0.29881
C -0.79724 -2.25572 -1.34340
N 0.57132 -1.76955 -1.38630
C 1.32923 -2.04815 -0.17767
C 2.80303 -1.72145 -0.43048
N 2.92952 -0.33578 -0.81430
C 3.46154 0.66874 -0.09278
O 3.38338 1.83247 -0.44834
C 4.19033 0.27713 1.20990
C 4.97993 1.46559 1.75699
C 6.30455 1.30786 1.01586
C 6.45150 -0.21202 0.94846
O 5.13955 -0.75985 0.99051
C 2.15106 -0.03090 -1.99576
C 0.68137 -0.36460 -1.73976
N -2.46859 -0.57399 -0.83543
C -3.25428 0.30504 -0.08023
C -3.15117 1.68404 -0.28383
Cl -2.05194 2.26690 -1.49104
C -3.90155 2.58502 0.44795
C -4.77241 2.11178 1.41516
C -4.91420 0.75262 1.62215
C -4.17419 -0.14704 0.86879
Cl -4.44377 -1.83211 1.07194
H -1.23134 -2.14970 -2.34111
H -0.76415 -3.31603 -1.08132
H 1.22590 -3.10812 0.06034
H 0.96523 -1.46319 0.68209
H 3.40465 -1.93521 0.44841
H 3.16448 -2.33692 -1.26148
H 3.44128 -0.09114 1.92297
H 4.48110 2.40451 1.53165
H 5.11840 1.36464 2.83355
H 7.14060 1.78043 1.52569
H 6.21206 1.72595 0.01346
H 6.94388 -0.55239 0.03285
H 7.00914 -0.59727 1.81198
H 2.27016 1.03024 -2.21879
H 2.52303 -0.63301 -2.83035
H 0.10805 -0.18209 -2.65233
H 0.30474 0.29836 -0.94192
H -2.27124 -0.26028 -1.77670
H -3.79600 3.64276 0.26720
H -5.35098 2.80832 2.00062
H -5.60891 0.37611 2.35535
*
```


What did the second record say?
# C17H21BN6RhSi

A molecular structure, C17H21BN6RhSi at a distorted geometry (ωB97M-V with the def2-TZVPD basis set, OMol25).

Output
- Lowest unoccupied orbital energy (spin up / spin down): -0.069 / -0.220 hartree
- HOMO energy (spin up / spin down): -0.4243 / -0.4516 Eh
- Expectation value of S²: 6.01

```
! RIJCOSX wB97M-V def2-TZVPD def2/J DEFGRID3
* xyz 1 5
Rh -0.76833 0.13384 0.01051
C 2.97586 2.10112 1.11035
C 2.22493 0.93252 1.03294
N 1.13482 1.16303 0.30638
N 1.15377 2.43811 -0.09076
C 2.25779 3.03001 0.37949
B 0.05743 3.03322 -0.99858
N -1.26292 3.11184 -0.19912
C -2.03711 4.17552 0.04881
C -3.15752 3.75298 0.74382
C -2.98597 2.38095 0.88826
N -1.83908 2.02197 0.31834
N -0.16261 2.05244 -2.18023
C 0.03863 2.28738 -3.48141
C -0.30157 1.15196 -4.19626
C -0.71423 0.24129 -3.23250
N -0.62036 0.80181 -2.02890
H 3.90077 2.25089 1.62746
H 2.43452 -0.04317 1.43185
H 2.47657 4.05801 0.17359
H 0.37196 4.09704 -1.39020
H -1.76316 5.16080 -0.26603
H -3.97653 4.34517 1.09337
H -3.62400 1.66196 1.36787
H 0.40243 3.22976 -3.83485
H -0.25818 1.00446 -5.25466
H -1.08010 -0.76098 -3.35874
C -0.57255 -1.45242 3.24893
Si -1.02215 -1.80182 1.39564
C -2.45815 -3.09521 1.42115
C 0.50523 -2.77438 0.58418
C 0.45093 -3.06610 -0.76807
C 1.49154 -3.75215 -1.37331
C 2.59317 -4.12808 -0.62575
C 2.64539 -3.84033 0.72621
C 1.60028 -3.15758 1.33591
H -0.47389 -2.39854 3.77319
H -1.35267 -0.87541 3.73239
H 0.35699 -0.90488 3.35356
H -2.16756 -3.93824 2.04306
H -2.70769 -3.47116 0.43493
H -3.35034 -2.65646 1.85672
H -0.41519 -2.77912 -1.34833
H 1.43420 -3.98665 -2.42446
H 3.41526 -4.64384 -1.09954
H 3.49692 -4.14192 1.31927
H 1.65246 -2.94963 2.39356
*
```